15
Properties=species:S:1:pos:R:3:forces:R:3:lowdin_charge:R:1 method="wB97M-V/def2-TZVPD" spin_multiplicity=2 homo_energy_ev="-12.8 / -12.8" homo_lumo_gap_ha="0.339 / 0.112" relative_energy_kcal_mol=50.0 e_lumo_ev="-3.61 / -9.79" energy_ev=-8831.3428 total_charge=+1
O -0.156063 -0.292630 -1.612752 0.10 -0.04 0.20 -0.004
C 0.291814 0.005490 -2.694177 0.25 0.11 -0.09 -0.326
C 0.769165 -0.952820 -3.742086 -0.52 0.51 -0.05 -0.046
H 0.322710 1.071406 -3.005457 0.05 -0.08 0.13 0.120
H 0.534810 -1.974893 -3.475650 0.06 -0.17 -0.01 0.080
H 1.826037 -0.823748 -3.988994 -0.08 0.07 0.16 0.089
H 0.199723 -0.628813 -4.623206 0.18 -0.38 -0.15 0.091
N 0.058654 -0.295748 2.561560 -0.04 0.70 -2.25 0.291
C -0.881353 0.732753 2.886533 -1.21 -1.61 1.78 -0.235
O -0.802544 1.357482 4.108766 1.18 0.31 -0.12 0.100
H -0.365391 -1.063010 2.035675 -0.36 -0.25 0.43 0.154
H 0.857195 -0.063830 1.962449 0.80 0.31 1.05 0.160
H -0.853139 1.487636 2.063555 0.05 -0.13 -0.26 0.215
H -1.852319 0.235883 2.969975 -0.37 0.40 -0.79 0.164
H 0.050700 1.204841 4.553809 -0.08 0.26 -0.03 0.147